Entry from OMol25: C7H9NO2 in the gas phase in a non-equilibrium geometry (wB97M-V/def2-TZVPD).

XYZ file:
```
19
Properties=species:S:1:pos:R:3:mulliken_charge:R:1
C -2.4998 -0.7372 -0.0241 -1.509
C -1.6672 0.5041 0.0494 -0.640
C -0.1670 0.2937 -0.0500 -0.135
C 0.5578 -0.7618 -0.0185 0.497
C 1.9810 -0.8282 -0.0182 0.837
C 2.5688 0.4236 -0.0383 -0.389
C 1.8567 1.5452 0.0284 -0.390
H -2.5638 -1.3069 -0.8007 0.517
H -3.5568 -0.6064 -0.1673 0.430
H -2.3755 -1.3906 0.9190 0.256
H -1.8636 1.1720 0.9466 0.356
H -2.0640 1.4113 -0.7207 0.258
H 0.8313 -2.4676 -0.1019 0.363
H 3.7687 0.4280 0.0451 0.225
H 2.3271 2.4092 0.0989 0.501
H -0.1618 2.3759 -0.0724 0.276
N 0.5087 1.5523 -0.0682 -0.093
O 0.0003 -2.0972 -0.0064 -0.604
O 2.5191 -1.9195 -0.0005 -0.754
```

Its multiplicity is 1. For the frontier orbital gap, the calculation gives 0.33760 Ha. As for the charge: 0. As for the SMILES: CCc1[nH]ccc(=O)c1O. The HOMO energy is -8.74 eV.

=====

Entry from OMol25: C7H9NO2 in the gas phase in a non-equilibrium geometry (wB97M-V/def2-TZVPD).

XYZ file:
```
19
Properties=species:S:1:pos:R:3:mulliken_charge:R:1
C -1.7817 1.0511 -1.6778 -1.383
C -0.5072 1.0524 -0.8672 0.416
C -0.6325 0.1164 0.3488 0.146
C 0.4110 -0.8394 0.6881 0.245
C 0.4557 -1.7141 1.6116 -0.072
C 1.6923 -2.4253 1.5353 -0.364
C 2.2513 -1.8870 0.3973 -0.702
H -1.5046 1.9331 -2.4369 0.278
H -2.5007 1.5916 -1.0410 0.289
H -1.9464 0.2320 -1.9329 0.639
H 0.4526 0.6713 -1.3386 0.411
H -0.7599 2.6348 0.3333 0.188
H -0.1656 2.8680 -1.0890 0.254
H -0.4643 -1.8314 2.4369 0.272
H 2.1690 -3.0862 2.1875 0.469
H 3.1465 -2.1114 0.2046 0.617
N -0.1614 2.3471 -0.2588 -0.684
O -1.6704 0.2600 1.0746 -0.670
O 1.5165 -0.8629 -0.1758 -0.349
```

Its multiplicity is 1. For the frontier orbital gap, the calculation gives 0.35357 Ha. As for the charge: 0. As for the SMILES: C[C@@H](N)C(=O)c1ccco1. The HOMO energy is -9.37 eV.

=====

Entry from OMol25: 2 unconnected molecules or ions with the total composition C7H9NO2S2 in a non-equilibrium geometry (wB97M-V/def2-TZVPD).

XYZ file:
```
21
Properties=species:S:1:pos:R:3:mulliken_charge:R:1
C 0.0171 -1.8106 0.3469 -0.086
C -0.5083 -1.0038 -0.6126 -0.491
C 0.8470 -0.9836 1.1855 0.242
C -0.0262 0.3210 -0.2239 0.703
C -0.2318 2.3102 2.3549 0.237
C 0.2363 3.3451 1.5498 -0.550
C -0.3728 -2.2029 -3.1133 -0.689
N 0.6631 0.3225 0.8773 -0.334
O 1.5930 -1.3524 2.2525 -0.487
O -0.3440 1.4282 -0.9289 -0.441
S -1.1277 1.2785 3.0856 -0.410
S -1.5056 -1.1504 -2.0920 -0.155
H -0.0367 -2.9593 0.4093 0.255
H 0.0012 4.2912 2.0430 0.358
H -0.4457 3.2208 0.6312 0.172
H 1.2651 3.2948 1.1983 0.223
H 0.6476 -1.7350 -2.7600 0.241
H -0.8615 -2.0244 -4.1484 0.315
H -0.4093 -3.2251 -2.8155 0.266
H 1.4169 -2.3307 2.4913 0.354
H -0.8178 0.9659 -1.7310 0.277
```

Its multiplicity is 1. For the frontier orbital gap (spin up / spin down), the calculation gives 0.30015 / 0.16565 Ha. As for the charge: 0. The HOMO energy (spin up / spin down) is -7.75 / -5.62 eV.

=====

Entry from OMol25: C7H9NO3 in the gas phase in a non-equilibrium geometry (wB97M-V/def2-TZVPD).

XYZ file:
```
20
Properties=species:S:1:pos:R:3:mulliken_charge:R:1
C -0.0073 -0.9080 2.1784 0.232
C 1.0777 -0.6989 1.3641 -0.596
C -0.6578 -0.0136 -1.0683 -0.188
C -1.8828 0.4095 -0.0566 -0.182
C 1.2753 -1.2248 0.0394 0.494
C -0.7332 1.1465 -0.2385 0.314
C 2.4283 -0.4709 -0.5876 -1.363
N -0.9793 -0.7218 2.7865 -0.636
O 0.0281 -1.1847 -0.9247 -0.462
O -3.1915 0.7615 -0.5858 -0.529
O -0.5657 2.3571 -0.6646 -0.441
H 1.6977 0.0173 1.7355 0.448
H -0.8497 0.1512 -2.1790 0.366
H -1.7695 -0.2556 0.7766 0.308
H 1.3545 -2.2482 -0.0271 0.409
H 2.1515 0.5907 -0.7574 0.270
H 2.7057 -0.9377 -1.5981 0.299
H 3.1410 -0.4988 0.1256 0.514
H -3.8327 0.8812 0.1180 0.350
H -1.3902 2.8480 -0.4364 0.395
```

Its multiplicity is 1. For the frontier orbital gap (spin up / spin down), the calculation gives 0.30341 / 0.21763 Ha. As for the charge: 0. The HOMO energy (spin up / spin down) is -8.48 / -7.28 eV.

=====

Entry from OMol25: C7H9NS in the gas phase in a non-equilibrium geometry (wB97M-V/def2-TZVPD).

XYZ file:
```
18
Properties=species:S:1:pos:R:3:mulliken_charge:R:1
C -1.8488 0.6624 -2.0448 -0.600
C -0.4520 0.8526 -2.2408 -0.516
C -2.3161 0.3065 -0.8262 -0.282
C 0.4388 0.7379 -1.2100 -0.616
C -1.4176 0.0707 0.1885 -0.297
C -0.0884 0.2463 -0.0203 0.644
C 1.9377 -1.3861 1.5839 -0.867
N 0.3434 0.6719 2.6858 -0.685
S 1.1270 0.0312 1.3168 0.430
H -2.5761 0.7973 -2.7661 0.438
H 0.0965 1.2394 -3.0804 0.337
H -3.3673 0.1979 -0.4657 0.307
H 1.4360 0.9289 -1.1305 0.332
H -1.9769 -0.1920 1.0748 0.322
H 1.3793 -1.9627 2.1908 0.359
H 2.1509 -2.0625 0.6894 0.259
H 0.5111 0.1780 3.5364 0.222
H 2.2019 0.9004 0.7922 0.212
```

Its multiplicity is 1. For the frontier orbital gap, the calculation gives 0.31057 Ha. As for the charge: 0. As for the SMILES: C=[S@H](=N)c1ccccc1. The HOMO energy is -8.14 eV.

=====

Entry from OMol25: a gas-phase ion, C7H9O2S (charge -1) in a non-equilibrium geometry (wB97M-V/def2-TZVPD).

XYZ file:
```
19
Properties=species:S:1:pos:R:3:mulliken_charge:R:1
C 1.1405 -0.3958 -0.2332 -0.443
C 0.5231 -1.4775 0.1664 0.018
C -1.6624 -0.2892 -0.1613 -0.243
C -1.0438 0.7837 -0.5984 0.478
C 0.4685 0.8037 -0.7947 -0.167
C 0.5373 -2.8413 0.7062 -1.081
C -1.6706 2.0020 -0.9930 -1.575
O -3.7456 -1.5064 1.3209 -0.621
O -4.1194 -0.0215 -0.6857 -0.604
S -3.4526 -0.2053 0.5988 0.474
H 2.1799 -0.3721 -0.3440 0.392
H 1.0367 1.7693 -0.4070 0.225
H 0.7124 0.7032 -1.8837 0.184
H 1.3529 -3.5155 0.2673 0.291
H -0.3712 -3.2354 0.3823 0.327
H 0.5192 -2.7920 1.7375 0.269
H -1.1007 2.5812 -1.6615 0.437
H -1.8923 2.7038 -0.1432 0.231
H -2.6151 1.8014 -1.4830 0.410
```

Its multiplicity is 1. For the frontier orbital gap (spin up / spin down), the calculation gives 0.24897 / 0.24175 Ha. As for the charge: -1. The HOMO energy (spin up / spin down) is -3.16 / -3.05 eV.

=====

Entry from OMol25: a molecular structure, C80H114F6N11O16PtS2 in a non-equilibrium geometry (wB97M-V/def2-TZVPD).

XYZ file:
```
230
Properties=species:S:1:pos:R:3:mulliken_charge:R:1
Pt -0.1238 2.5789 -0.2334 5.179
C -1.7618 -0.0722 -3.0424 0.025
F -2.1268 1.2466 -3.3417 -0.357
F -2.6977 -0.4966 -2.1796 0.198
F -1.5772 -0.7987 -4.2000 0.120
S 0.0670 -0.1691 -2.2182 -0.779
O 0.6187 -1.5526 -2.2776 0.700
O 0.9155 0.8196 -2.9350 -0.317
N -0.2976 0.4989 -0.6462 -0.967
S -0.6559 -0.6808 0.3103 0.296
O -1.3416 -0.0697 1.4416 -0.344
O -1.3490 -1.7766 -0.3754 -0.427
C 0.9864 -1.4659 1.0508 -0.069
F 0.6588 -1.8688 2.3259 0.127
F 1.2804 -2.4414 0.2211 -0.123
F 2.0424 -0.6327 1.0489 -0.035
C 6.3444 -6.5052 -3.4486 -1.341
C 5.2901 -5.9173 -4.4427 -0.675
N 4.2713 -5.1130 -3.7596 0.877
C 3.4132 -5.7630 -2.7101 -1.586
C 2.7075 -4.8013 -1.7718 0.339
C 3.4155 -4.4785 -4.7494 0.163
C 4.2526 -3.4219 -5.5048 -1.023
H 7.1716 -6.9058 -4.0345 0.360
H 5.8388 -7.3127 -2.9192 0.375
H 6.6838 -5.9646 -2.5650 0.268
H 5.7098 -5.3583 -5.2791 0.525
H 4.8374 -6.7469 -4.9858 0.399
H 2.5836 -6.3978 -3.0214 0.286
H 4.0421 -6.4654 -2.1630 0.501
H 2.6078 -3.7787 -2.1359 -0.174
H 1.7727 -5.2216 -1.4008 0.349
H 3.3974 -4.7211 -0.9318 -0.051
H 2.5294 -4.1193 -4.2260 -0.569
H 3.0346 -5.1586 -5.5113 0.492
H 5.3153 -3.3858 -5.2651 0.355
H 3.8849 -2.4916 -5.0718 0.046
H 4.1194 -3.2560 -6.5738 0.295
C 4.6369 -2.8774 1.1047 -0.521
C 5.7407 -2.9135 -0.0247 -0.271
N 6.1242 -1.6153 -0.5150 0.132
C 5.0288 -1.0366 -1.3227 1.634
C 4.9243 -1.7056 -2.6486 -2.225
C 6.6356 -0.6683 0.4826 0.030
C 7.2218 0.6237 -0.1491 -1.242
H 5.1631 -2.7292 2.0476 -0.292
H 4.1354 -3.8243 1.3048 0.810
H 3.8134 -2.1769 0.9655 0.169
H 6.6818 -3.3511 0.3085 0.637
H 5.4444 -3.4938 -0.8984 -0.436
H 4.0808 -1.2704 -0.8382 -0.626
H 5.2163 0.0207 -1.5099 0.093
H 4.6365 -2.7559 -2.6952 0.193
H 4.2391 -1.2845 -3.3844 0.322
H 5.8625 -1.8208 -3.1914 0.309
H 7.3712 -1.1243 1.1452 0.393
H 5.8990 -0.5744 1.2805 -0.115
H 6.4872 1.3444 -0.5083 0.040
H 7.8522 0.3982 -1.0092 0.355
H 7.8009 1.2113 0.5632 0.442
C -7.0438 5.0636 -3.1614 -1.270
C -7.1553 3.9450 -4.2523 -0.394
N -5.8216 3.5362 -4.7778 0.891
C -4.8501 4.5949 -5.1002 -1.214
C -3.4706 3.9629 -5.1833 -0.698
C -5.9061 2.4308 -5.7045 -1.193
C -4.9876 1.3070 -5.4774 -0.211
H -6.9196 5.9800 -3.7383 0.411
H -6.2023 4.8393 -2.5059 0.113
H -8.0298 5.0424 -2.6971 0.416
H -7.5585 3.1482 -3.6273 0.109
H -7.9300 4.0440 -5.0127 0.504
H -5.0547 5.2650 -5.9352 0.236
H -4.7955 5.2368 -4.2209 0.472
H -3.2022 3.5091 -4.2294 -0.083
H -3.3278 3.2605 -6.0046 0.353
H -2.6414 4.6629 -5.2854 0.596
H -5.9542 2.8682 -6.7017 0.361
H -6.8972 1.9869 -5.7991 0.495
H -4.1037 1.5731 -4.8976 -0.451
H -4.6259 0.8348 -6.3908 0.344
H -5.3230 0.5527 -4.7657 0.289
C -5.0406 -1.1937 2.5492 0.186
C -4.9522 -1.6392 3.9924 -1.646
N -3.7778 -1.2063 4.7391 0.155
C -3.6152 0.2678 4.8820 0.304
C -4.9491 0.9489 5.2199 -1.436
C -2.4239 -1.7142 4.4460 0.674
C -2.3891 -3.2823 4.4509 -1.651
H -5.7422 -1.7978 1.9740 0.511
H -4.0663 -1.1990 2.0604 -0.091
H -5.3819 -0.1620 2.4642 -0.050
H -5.8798 -1.3961 4.5106 0.401
H -4.8345 -2.7227 3.9784 0.580
H -2.8187 0.5406 5.5743 0.659
H -3.2370 0.7785 3.9965 -0.345
H -4.8896 1.9396 5.6704 0.402
H -5.4920 1.0426 4.2794 0.222
H -5.5255 0.2543 5.8310 0.349
H -1.6906 -1.4100 5.1929 0.105
H -1.9851 -1.2282 3.5747 -0.302
H -2.5963 -3.8167 5.3780 0.389
H -1.3613 -3.6360 4.3702 0.333
H -2.7892 -3.6982 3.5262 0.388
O 0.4229 2.3190 1.8087 -1.498
C -0.0930 2.8013 2.8626 0.452
N -0.7145 3.9695 2.8274 -0.257
C -0.1733 1.9853 4.1618 -0.456
H -0.5252 4.5981 2.0598 0.193
H -1.4764 4.1574 3.4633 0.249
H 0.8600 1.9299 4.5043 0.187
H -0.5107 0.9724 3.9419 -0.343
H -0.8004 2.4191 4.9407 0.621
O -2.4381 -5.5571 -1.9685 -0.751
C -1.8246 -4.7105 -2.5609 0.761
N -0.6032 -4.4564 -2.1350 0.190
C -2.3701 -4.0593 -3.7766 -0.704
H -0.3997 -4.8285 -1.2184 0.130
H -0.0188 -3.8062 -2.6407 -0.415
H -3.1867 -4.7631 -3.9372 0.456
H -1.6790 -4.1175 -4.6175 0.213
H -2.8975 -3.1115 -3.6690 -0.091
O 1.9135 2.6473 -0.5701 -0.790
C 2.6510 3.2905 -1.2508 0.351
N 2.6157 4.5611 -1.1855 -0.107
C 3.8402 2.6783 -1.9994 -0.877
H 1.9113 5.0076 -0.6157 0.287
H 3.4533 5.0565 -1.4559 0.217
H 3.5238 1.7720 -2.5159 -0.070
H 4.5115 2.2661 -1.2461 -0.037
H 4.4081 3.3456 -2.6477 0.580
O -2.4074 2.4188 0.0225 -0.480
C -3.4981 2.2203 -0.2591 0.636
N -4.3046 1.6948 0.6006 0.186
C -4.1097 2.6509 -1.5091 -0.277
H -5.2626 1.5392 0.3210 -0.325
H -4.0166 1.4164 1.5278 0.045
H -3.4295 3.2850 -2.0776 -0.626
H -5.0032 3.1826 -1.1818 0.861
H -4.5558 1.8331 -2.0751 0.015
O -0.6559 3.4015 -2.2819 -0.969
C -0.6187 4.3096 -3.1680 0.320
N -0.9868 5.5531 -2.9231 -0.262
C 0.0751 3.9193 -4.4976 -1.008
H -1.0527 5.6045 -1.9165 0.237
H -0.5756 6.3610 -3.3684 0.277
H 0.5642 4.8081 -4.8964 0.518
H -0.5216 3.3622 -5.2198 0.218
H 0.9065 3.2373 -4.3192 -0.004
O 0.4271 -2.9966 -5.2988 -0.502
C 0.1895 -2.1729 -6.1263 0.735
N 0.6812 -0.9280 -5.9864 -0.140
C -0.7001 -2.5491 -7.2655 -1.346
H 1.1461 -0.5883 -5.1566 0.055
H 0.4845 -0.2147 -6.6739 0.143
H -0.2194 -2.3570 -8.2247 0.440
H -1.6059 -1.9566 -7.1359 0.318
H -0.9951 -3.5906 -7.1377 0.273
C 8.6651 -0.8584 4.9070 -0.738
C 7.5629 -1.7265 4.7715 -1.415
C 6.3497 -1.2348 4.3085 0.652
C 6.2660 0.1279 4.0178 0.711
C 7.3468 1.0182 4.1905 0.398
C 8.6267 0.4270 4.5129 -1.136
C 7.2049 2.5251 4.0605 0.014
O 8.1566 3.2832 4.3236 -0.797
C 5.9053 2.9456 3.3426 0.621
C 5.7676 4.3251 3.0612 -0.762
C 4.6235 4.8262 2.3911 -1.422
C 3.7112 3.8419 1.8998 0.004
C 3.8328 2.4594 2.1878 0.294
C 4.8545 2.0319 3.0211 0.031
C 4.9448 0.5714 3.5438 -0.068
O 3.9859 -0.2350 3.4741 -0.423
H 9.6315 -1.2998 5.1008 0.392
H 7.6407 -2.7962 4.8982 0.429
H 5.6190 -1.9306 3.9232 0.370
H 9.5434 0.9980 4.5141 0.450
H 6.5737 5.0235 3.2311 0.444
H 4.4460 5.8519 2.1035 0.356
H 2.9572 4.2895 1.2694 0.472
H 2.9653 1.8948 1.8795 0.111
C -5.4887 -2.3473 -1.8027 -1.361
C -6.2602 -2.9177 -2.8754 -0.741
C -7.5422 -2.3417 -3.2170 -0.813
C -8.0638 -1.2033 -2.5765 0.207
C -7.2119 -0.5792 -1.5973 0.883
C -6.0045 -1.1880 -1.2092 0.230
C -7.7476 0.6553 -0.8119 0.032
O -7.0362 1.0703 0.1109 -0.835
C -9.0069 1.3714 -1.3117 0.485
C -9.3805 2.6142 -0.7202 -0.650
C -10.4841 3.2921 -1.3389 -0.411
C -11.2930 2.7003 -2.3351 -0.739
C -10.9168 1.4433 -2.9015 -0.722
C -9.7793 0.7546 -2.3331 0.059
C -9.4229 -0.5751 -2.9679 0.534
O -10.1026 -1.1527 -3.7838 -0.629
H -4.4963 -2.7228 -1.6017 0.889
H -5.8812 -3.8208 -3.3305 0.564
H -7.9811 -2.9506 -3.9936 0.435
H -5.3464 -0.7829 -0.4547 0.461
H -8.7984 3.0907 0.0546 0.502
H -10.6708 4.2478 -0.8717 0.438
H -12.0890 3.2948 -2.7586 0.395
H -11.4765 0.9491 -3.6819 0.511
C 4.5563 2.1716 10.6043 -0.452
C 3.3681 2.7610 10.3833 -0.569
C 2.5501 2.2997 9.3815 -0.519
C 2.9759 1.2691 8.5626 0.030
C 4.2394 0.7184 8.7556 0.439
C 5.0403 1.1141 9.7888 -0.519
C 4.7610 -0.4490 7.9040 0.380
O 5.9264 -0.8739 7.9223 -0.725
C 3.7245 -1.1533 7.0200 0.634
C 4.0581 -2.3358 6.3221 -0.495
C 3.1663 -2.9892 5.5049 -0.769
C 1.9466 -2.3940 5.2908 -0.013
C 1.6133 -1.2180 5.9349 -0.325
C 2.4581 -0.5253 6.8538 -0.036
C 2.0557 0.7560 7.5037 0.467
O 0.9458 1.2983 7.2355 -0.752
H 5.0458 2.4218 11.5340 0.351
H 2.9766 3.5262 11.0372 0.378
H 1.6121 2.8219 9.2634 0.455
H 6.0398 0.8038 10.0556 0.481
H 5.0240 -2.7539 6.5642 0.448
H 3.3075 -3.9548 5.0422 0.457
H 1.3336 -3.0153 4.6547 0.292
H 0.6003 -0.8944 5.7462 0.337
```

Its multiplicity is 4. For the frontier orbital gap (spin up / spin down), the calculation gives 0.08039 / 0.16889 Ha. As for the charge: 0. The HOMO energy (spin up / spin down) is -3.92 / -7.20 eV. Its expectation value of S² is 3.78.

=====

| no. | E_tot (eV) |
| --- | --- |
| 1 | -12987.4613 |
| 2 | -12985.3279 |
| 3 | -34655.6488 |
| 4 | -15030.7988 |
| 5 | -19724.0186 |
| 6 | -22330.6951 |
| 7 | -175173.6368 |